1.
Computed, not measured: the molecule C24H29FN6O4, with ωB97M-V/def2-TZVPD.

Each atom is followed by the atoms it is bonded to, with distances in Å.
Positions of all 64 atoms, in Å:
1 C 1.5655 -4.5847 -3.7773  C2 1.485, H36 1.089, H37 1.086, H38 1.090
2 C 0.7767 -4.6138 -2.5191  C1 1.485, C3 1.369, O35 1.344
3 C 0.6587 -5.5706 -1.5468  C2 1.369, C4 1.409, H39 1.071
4 C -0.2244 -5.0513 -0.5799  C3 1.409, C5 1.373, H40 1.070
5 C -0.5851 -3.8064 -1.0327  C4 1.373, C6 1.428, O35 1.352
6 C -1.4558 -2.8403 -0.4434  C5 1.428, N7 1.354, N34 1.332
7 N -2.1042 -3.0380 0.7282  C6 1.354, N8 1.286
8 N -2.7831 -1.9700 0.9547  N7 1.286, N9 1.309
9 N -2.5612 -1.1445 -0.0361  N8 1.309, C10 1.429, N34 1.315
10 C -3.1287 0.1636 -0.1289  N9 1.429, C11 1.537, H41 1.091, H42 1.095
11 C -2.0266 1.2328 -0.2029  C10 1.537, O12 1.222, N13 1.343
12 O -1.8512 1.8245 -1.2571  C11 1.222
13 N -1.2957 1.4788 0.8967  C11 1.343, C14 1.448, C18 1.476
14 C -1.4002 0.7781 2.1601  N13 1.448, C15 1.532, H43 1.090, H44 1.093
15 C -0.3470 -0.3194 2.3450  C14 1.532, C16 1.533, H45 1.088, H46 1.092
16 C -0.5982 -1.0616 3.6631  C15 1.533, O17 1.403, H47 1.099, H48 1.093
17 O -1.9140 -1.5298 3.8014  C16 1.403, H49 0.967
18 C -0.2476 2.5096 0.7647  N13 1.476, C19 1.548, C27 1.508, H50 1.098
19 C 1.0507 1.8072 0.2977  C18 1.548, O20 1.215, N21 1.339
20 O 1.9859 1.5284 1.0216  C19 1.215
21 N 1.0029 1.5118 -1.0076  C19 1.339, C22 1.448, H51 1.013
22 C 2.0101 0.7183 -1.6807  N21 1.448, C23 1.544, C26 1.539, H52 1.092
23 C 2.5131 1.4373 -2.9506  C22 1.544, C24 1.531, H53 1.091, H54 1.088
24 C 2.2727 0.4660 -4.1100  C23 1.531, C25 1.525, H55 1.091, H56 1.089
25 C 1.0929 -0.3777 -3.6380  C24 1.525, C26 1.525, H57 1.091, H58 1.088
26 C 1.4170 -0.6161 -2.1672  C22 1.539, C25 1.525, H59 1.088, H60 1.090
27 C -0.1598 3.3783 1.9947  C18 1.508, C28 1.390, C33 1.393
28 C 0.7496 3.1658 3.0245  C27 1.390, C29 1.384, H61 1.077
29 C 0.7690 3.9988 4.1296  C28 1.384, C30 1.382, H62 1.078
30 C -0.1381 5.0386 4.2022  C29 1.382, F31 1.349, C32 1.383
31 F -0.1278 5.8487 5.2803  C30 1.349
32 C -1.0580 5.2724 3.1958  C30 1.383, C33 1.382, H63 1.078
33 C -1.0585 4.4384 2.0943  C27 1.393, C32 1.382, H64 1.080
34 N -1.7373 -1.6350 -0.9365  C6 1.332, N9 1.315
35 O 0.0237 -3.5444 -2.2112  C2 1.344, C5 1.352
36 H 0.9115 -4.4033 -4.6291  C1 1.089
37 H 2.0769 -5.5325 -3.9132  C1 1.086
38 H 2.3023 -3.7827 -3.7446  C1 1.090
39 H 1.1433 -6.5250 -1.5277  C3 1.071
40 H -0.5583 -5.5137 0.3254  C4 1.070
41 H -3.8000 0.3030 0.7194  C10 1.091
42 H -3.6878 0.2434 -1.0666  C10 1.095
43 H -2.3895 0.3317 2.2648  C14 1.090
44 H -1.2838 1.5118 2.9620  C14 1.093
45 H 0.6541 0.1072 2.3650  C15 1.088
46 H -0.3817 -1.0257 1.5131  C15 1.092
47 H 0.1229 -1.8861 3.7517  C16 1.099
48 H -0.4458 -0.3773 4.5020  C16 1.093
49 H -2.1189 -2.1433 3.0821  O17 0.967
50 H -0.5774 3.1479 -0.0651  C18 1.098
51 H 0.1603 1.7118 -1.5336  N21 1.013
52 H 2.8075 0.5649 -0.9501  C22 1.092
53 H 1.9312 2.3482 -3.0961  C23 1.091
54 H 3.5603 1.7208 -2.8647  C23 1.088
55 H 3.1472 -0.1713 -4.2522  C24 1.091
56 H 2.0732 0.9852 -5.0459  C24 1.089
57 H 0.1647 0.1880 -3.7267  C25 1.091
58 H 0.9827 -1.3058 -4.1950  C25 1.088
59 H 0.5370 -0.9010 -1.5937  C26 1.088
60 H 2.1624 -1.4059 -2.0698  C26 1.090
61 H 1.4637 2.3629 2.9512  C28 1.077
62 H 1.4760 3.8461 4.9293  C29 1.078
63 H -1.7508 6.0945 3.2799  C32 1.078
64 H -1.7694 4.6121 1.2995  C33 1.080

SMILES   Cc1ccc(-c2nnn(CC(=O)N(CCCO)[C@H](C(=O)NC3CCCC3)c3ccc(F)cc3)n2)o1
Energy relative to the best compared isomer or geometry (same formula, charge and spin)   0.7 kJ/mol
HOMO   -8.544 eV


2.
Computed, not measured: a 2-piece molecular cluster, C24H29N2O overall, with ωB97M-V/def2-TZVPD.

Each atom is followed by the atoms it is bonded to, with distances in Å.
Positions of all 56 atoms, in Å:
1 C 2.8687 -1.7048 -0.2761  C2 1.498, H11 1.093, H12 1.099, H13 1.100
2 C 2.0294 -0.5093 0.0550  C1 1.498, C3 1.493, C4 1.370
3 C 2.1573 0.7355 -0.7584  C2 1.493, H14 1.095, H15 1.100, H16 1.100
4 C 1.1626 -0.5805 1.1133  C2 1.370, N5 1.391, H17 1.100
5 N 0.2304 0.3834 1.4835  C4 1.391, C6 1.474, C10 1.469
6 C -0.0896 0.3946 2.9225  N5 1.474, C7 1.519, H18 1.106, H19 1.094
7 C -0.9313 1.6157 3.2488  C6 1.519, O8 1.429, H20 1.099, H21 1.107
8 O -2.0885 1.6630 2.4109  C7 1.429, C9 1.428
9 C -1.7202 1.7788 1.0357  O8 1.428, C10 1.519, H22 1.099, H23 1.108
10 C -0.9234 0.5644 0.5926  N5 1.469, C9 1.519, H24 1.093, H25 1.109
11 H 3.5108 -1.5162 -1.1405  C1 1.093
12 H 3.5141 -2.0033 0.5621  C1 1.099
13 H 2.2513 -2.5835 -0.5130  C1 1.100
14 H 2.9644 0.6209 -1.4893  C3 1.095
15 H 1.2427 0.9761 -1.3200  C3 1.100
16 H 2.4117 1.6119 -0.1446  C3 1.100
17 H 1.2161 -1.4388 1.7991  C4 1.100
18 H -0.6612 -0.5132 3.1910  C6 1.106
19 H 0.8436 0.4259 3.4928  C6 1.094
20 H -1.3363 1.5349 4.2673  C7 1.099
21 H -0.3091 2.5241 3.1305  C7 1.107
22 H -2.6793 1.8137 0.4997  C9 1.099
23 H -1.1234 2.6933 0.8511  C9 1.108
24 H -0.5739 0.6957 -0.4348  C10 1.093
25 H -1.5890 -0.3215 0.6458  C10 1.109
26 C 6.2188 3.1910 4.2650  N27 1.451, H43 1.091, H44 1.098, H45 1.099
27 N 6.0820 3.4284 2.8404  C26 1.451, C28 1.360, C42 1.404
28 C 5.6762 2.4836 1.9502  N27 1.360, C29 1.422, H46 1.088
29 C 5.7098 3.0210 0.6345  C28 1.422, C30 1.397, C37 1.472
30 C 5.4855 2.3103 -0.5474  C29 1.397, C31 1.441, H47 1.098
31 C 5.3838 2.8870 -1.8641  C30 1.441, C32 1.423, C36 1.420
32 C 4.6980 4.1067 -2.1247  C31 1.423, C33 1.394, H48 1.093
33 C 4.7385 4.6939 -3.3883  C32 1.394, C34 1.402, H49 1.092
34 C 5.4428 4.0732 -4.4290  C33 1.402, C35 1.403, H50 1.090
35 C 6.0676 2.8361 -4.2099  C34 1.403, C36 1.389, H51 1.091
36 C 6.0108 2.2350 -2.9588  C31 1.420, C35 1.389, H52 1.093
37 C 6.1652 4.4122 0.7888  C29 1.472, C38 1.385, C42 1.418
38 C 6.5299 5.4066 -0.1036  C37 1.385, C39 1.403, H53 1.087
39 C 6.9967 6.6374 0.3821  C38 1.403, C40 1.403, H54 1.091
40 C 7.1597 6.8504 1.7592  C39 1.403, C41 1.409, H55 1.090
41 C 6.8691 5.8256 2.6810  C40 1.409, C42 1.390, H56 1.089
42 C 6.3696 4.6309 2.1747  N27 1.404, C37 1.418, C41 1.390
43 H 6.5800 4.1027 4.7426  C26 1.091
44 H 5.2564 2.9029 4.7081  C26 1.098
45 H 6.9244 2.3722 4.4635  C26 1.099
46 H 5.4110 1.4748 2.2597  C28 1.088
47 H 5.5043 1.2160 -0.4656  C30 1.098
48 H 4.1774 4.6078 -1.3040  C32 1.093
49 H 4.2372 5.6502 -3.5541  C33 1.092
50 H 5.4938 4.5441 -5.4101  C34 1.090
51 H 6.5989 2.3336 -5.0194  C35 1.091
52 H 6.4845 1.2690 -2.7664  C36 1.093
53 H 6.4463 5.2263 -1.1725  C38 1.087
54 H 7.2320 7.4286 -0.3309  C39 1.091
55 H 7.5193 7.8180 2.1090  C40 1.090
56 H 7.0130 5.9410 3.7539  C41 1.089

Energy relative to the best compared isomer or geometry (same formula, charge and spin)   196.0 kJ/mol
HOMO   -9.783 eV
Total charge   +1


Here are the calculated electronic energy numbers, same order: -1661.3143 -1116.3857 (a.u.).
Here are the calculated frontier orbital gap numbers, same order: 0.3350 0.1715 (Eh).